# C5H10NO

A 2-piece molecular cluster, C5H10NO overall (the ωB97M-V functional and the def2-TZVPD basis, the OMol25 dataset).

The geometry in XYZ format:
```
17
Properties=species:S:1:pos:R:3:forces:R:3:nbo_charge:R:1
C 0.99463 -2.21828 -1.05663 -3.01 -0.05 0.62 -0.254
C 0.82616 -0.88595 -1.02236 2.44 -1.50 -1.28 -0.330
C -0.53745 -0.29124 1.69365 2.73 -3.66 0.83 0.005
C -0.32042 1.89082 1.07590 -0.68 1.32 1.31 -0.084
C -0.41991 -0.23908 -0.95763 -2.36 2.31 1.03 0.038
N -0.37579 1.12345 -1.05370 5.09 -2.66 1.26 -0.621
O -1.00127 0.86888 1.52034 -1.39 0.34 0.04 -0.325
H 1.87286 -2.75180 -1.32561 0.68 -0.08 0.04 0.234
H 0.04455 -2.82428 -0.83701 1.67 0.62 -0.41 0.202
H 1.69090 -0.23794 -1.30967 -0.71 -0.48 0.48 0.223
H -1.14826 -1.16697 2.00199 -0.47 1.34 -0.49 0.216
H 0.56629 -0.53352 2.03705 -1.84 1.30 -1.27 0.196
H 0.65451 1.92306 1.45557 2.05 -0.39 -0.29 0.171
H -0.79113 2.82152 1.33142 -0.82 0.30 -0.68 0.206
H -1.49600 -0.65207 -0.95769 2.18 0.29 -0.16 0.265
H -1.13724 1.56031 -1.38569 -3.23 2.24 -1.14 0.414
H 0.57758 1.61311 -1.20992 -2.34 -1.24 0.10 0.444
```
Positions in Å, forces in eV/Å.

- Charge: +1
- E_HOMO (spin up / spin down): -0.447 / -0.447 Eh
- Frontier orbital gap (spin up / spin down): 7.7 / 7.7 eV
- DFT total energy: -8872.46619 eV

=====

# C44H63N8PZr

C44H63N8PZr as an isolated structure (the ωB97M-V functional and the def2-TZVPD basis, the OMol25 dataset).

The geometry in XYZ format:
```
117
Properties=species:S:1:pos:R:3:forces:R:3:mulliken_charge:R:1
Zr 0.00000 0.00000 0.00000 0.04 0.15 2.50 -0.780
N 2.77550 4.34580 9.17300 -0.37 -0.61 -1.30 -0.465
C 2.48340 3.86680 8.15750 0.40 0.66 1.39 -0.191
C 2.12170 3.27540 6.90220 -0.13 -0.22 -0.49 0.611
C 2.74330 3.69760 5.72200 -0.07 -0.11 -0.36 -0.810
C 2.38530 3.12700 4.49730 -0.06 -0.14 0.32 0.018
C 1.40950 2.12140 4.44470 -0.27 0.46 0.36 -0.810
C 0.79050 1.69980 5.62990 0.10 0.28 0.10 0.054
C 1.14350 2.27640 6.85310 -0.09 -0.22 -0.32 -0.784
C 1.00870 1.52270 3.14180 -2.64 0.74 -1.11 1.490
C 1.82750 0.58910 2.60140 1.23 -0.16 1.00 -0.067
C 3.05520 0.05620 3.16620 -0.34 1.40 1.87 -1.365
C 3.60520 -0.84820 2.35510 -1.63 -0.09 -1.99 -1.539
C 2.65360 -0.84160 1.25320 3.03 -2.36 -0.44 0.036
N 1.65280 -0.03310 1.38320 -0.33 0.29 -0.14 0.679
C -0.30730 1.93930 2.47930 3.07 0.37 3.36 -0.111
C -1.14490 2.94020 2.95960 0.44 0.36 0.70 -0.703
C -2.22120 3.01180 2.08880 -0.71 0.43 -0.01 -1.841
C -1.99270 2.05290 1.13460 -1.61 0.72 -0.45 -0.236
N -0.85180 1.40860 1.37550 1.14 -1.57 -1.81 0.340
H 3.50610 4.47420 5.74630 -0.21 -0.18 0.08 0.448
H 2.87020 3.46910 3.58420 -0.12 -0.08 0.18 0.469
H 0.02670 0.92370 5.60390 0.17 0.18 -0.02 0.522
H 0.64890 1.94140 7.76340 0.18 0.13 -0.18 0.454
H 3.46360 0.34070 4.12360 -0.17 0.19 0.08 0.548
H 4.49370 -1.43930 2.45470 0.09 -0.09 -0.01 0.583
H 2.81890 -1.49810 0.38700 -0.19 0.71 0.61 0.634
H -0.99020 3.55730 3.83520 0.09 -0.15 -0.09 0.627
H -3.06670 3.68370 2.14580 0.10 -0.13 -0.01 0.502
H -2.62330 1.81510 0.28550 0.11 0.06 0.22 0.418
C 2.71330 -0.42320 -4.60490 -0.07 0.07 -0.18 0.298
C 3.72250 -0.34900 -3.46920 -0.39 -0.35 -0.19 -0.609
N 3.51710 0.84550 -2.64280 -0.85 0.11 1.76 0.487
C 4.46390 1.94560 -2.87550 -0.04 0.71 0.12 -0.660
C 3.94920 2.91160 -3.93080 0.10 0.20 -0.28 -0.987
C 2.49890 0.93380 -1.70250 1.85 1.06 -1.11 0.894
C 2.32570 2.19790 -0.87640 1.87 -0.41 0.00 -1.872
N 1.65050 0.00000 -1.43100 0.34 -0.41 -1.23 1.535
H 2.87220 -1.33510 -5.18920 -0.03 0.07 0.04 0.298
H 2.81300 0.42960 -5.28240 0.07 -0.11 0.09 0.399
H 1.68360 -0.43400 -4.23570 1.01 0.36 -0.14 -0.433
H 4.73210 -0.36030 -3.89680 -0.17 0.33 0.39 0.513
H 3.65960 -1.25040 -2.84870 0.07 0.13 0.06 0.013
H 5.43800 1.55440 -3.19290 -0.37 -0.24 0.15 0.442
H 4.66740 2.48810 -1.94650 -0.18 -0.19 -0.03 0.372
H 3.88780 2.43090 -4.91120 0.01 0.08 0.12 0.300
H 4.62780 3.76570 -4.02180 -0.11 -0.12 0.00 0.428
H 2.95430 3.29340 -3.68400 0.08 -0.03 0.01 0.192
H 3.20420 2.34720 -0.24290 -0.01 0.05 -0.04 0.883
H 1.44800 2.11650 -0.22740 1.04 -0.30 0.40 -0.108
H 2.18820 3.06290 -1.52830 0.62 -0.02 0.20 0.663
H 1.79850 -0.85640 -1.97660 -0.09 1.51 0.38 -1.990
N -3.64620 1.76930 -3.78990 0.00 1.73 1.47 -0.273
C -2.49270 2.06250 -3.06580 -0.33 1.65 -0.43 0.504
C -1.95180 1.17230 -2.13880 1.53 0.83 2.62 0.204
N -0.82490 1.42830 -1.42830 -1.77 2.01 -2.59 1.889
C -0.24260 2.61520 -1.70000 -0.31 0.24 0.12 -0.243
C -0.76630 3.49850 -2.62890 -1.09 -0.43 -0.74 -1.217
N -1.89840 3.24100 -3.32700 1.05 -0.65 0.90 -0.561
H -4.42120 1.53200 -3.18150 -0.16 -0.08 -0.25 0.267
H -3.85160 2.58680 -4.36010 -0.30 -0.20 0.03 0.275
H -2.41740 0.21240 -1.94640 0.49 1.46 1.92 -1.107
H 0.66420 2.83980 -1.15050 -1.99 0.54 -0.83 0.106
H -0.28560 4.44680 -2.84020 0.01 -0.06 0.09 0.478
C -2.11100 -1.11320 -6.16130 -0.24 -0.23 -0.11 -1.189
C -2.81850 -0.21720 -5.15820 0.48 -0.39 -0.66 -0.669
C -2.68790 -0.74030 -3.72230 -0.93 -0.74 -0.76 0.068
C -1.44730 -1.63040 -3.47960 0.07 0.77 -0.44 0.702
C -0.29820 -1.10660 -4.35550 -0.23 -0.16 0.16 -0.239
C -0.62020 -1.22550 -5.84970 0.25 -0.14 -0.35 -1.489
P -0.97670 -1.69120 -1.69120 -0.87 -2.51 -0.28 0.165
C -2.46490 -2.26000 -0.74130 -0.37 -0.14 0.22 0.318
C -3.25900 -3.43100 -1.33860 -0.03 -0.54 -0.29 -0.780
C -4.72660 -3.46350 -0.89750 -0.24 0.11 -0.03 -0.835
C -4.90010 -2.95550 0.52600 -0.05 -0.31 0.13 -0.831
C -4.43270 -1.50760 0.67620 -0.13 0.31 0.41 -0.923
C -3.38500 -1.09010 -0.36150 -0.21 -0.12 -0.05 -0.126
C 0.18620 -3.12570 -1.48080 0.13 0.03 0.26 0.270
C -0.08920 -4.39590 -2.30190 0.03 -0.66 -0.21 -1.234
C 0.93670 -4.64540 -3.40340 -0.09 0.09 -0.22 -0.361
C 2.36820 -4.70800 -2.87280 0.35 -0.34 -0.30 -1.114
C 2.60460 -3.84890 -1.63230 0.08 -0.06 0.20 -1.133
C 1.65300 -2.66000 -1.56990 0.06 -1.28 0.30 2.176
H -2.24820 -0.73140 -7.17910 -0.01 -0.12 0.18 0.571
H -2.56630 -2.11140 -6.13840 0.02 0.10 -0.04 0.380
H -3.87870 -0.11870 -5.41820 0.30 0.03 0.06 0.441
H -2.39070 0.79200 -5.21500 0.09 -0.44 -0.28 0.347
H -3.59000 -1.31700 -3.48380 0.08 -0.07 0.03 0.619
H -2.69410 0.13050 -3.05460 -0.88 -2.96 -3.25 -1.279
H -1.69080 -2.64130 -3.82000 0.12 -0.08 0.31 1.507
H 0.64060 -1.63340 -4.17270 -0.59 -0.27 0.16 -0.697
H -0.10040 -0.05280 -4.11460 -0.24 -0.05 0.14 0.193
H -0.25250 -2.18500 -6.23340 0.03 0.14 0.09 0.296
H -0.06720 -0.44760 -6.39020 -0.05 -0.11 0.09 0.475
H -2.04740 -2.61690 0.21140 0.13 0.21 -0.26 1.005
H -2.78160 -4.36910 -1.02690 -0.01 0.18 -0.06 0.480
H -3.24630 -3.43890 -2.43190 0.12 0.09 0.00 0.020
H -5.11190 -4.48580 -0.98440 0.08 0.21 -0.06 0.520
H -5.32530 -2.84500 -1.57810 0.01 -0.05 0.06 0.306
H -4.32520 -3.59500 1.20760 -0.09 0.01 -0.10 0.393
H -5.94870 -3.03730 0.83390 0.23 -0.03 -0.03 0.458
H -4.02870 -1.37140 1.68680 0.00 0.06 -0.18 0.252
H -5.29190 -0.83040 0.59820 0.17 -0.06 0.00 0.510
H -2.81410 -0.24240 0.03800 -0.01 -0.12 0.11 -0.333
H -3.91040 -0.71360 -1.24600 0.01 -0.09 -0.02 0.268
H 0.04130 -3.41760 -0.43070 -0.09 0.29 -0.07 1.238
H -1.09130 -4.41850 -2.73480 0.04 0.12 0.12 0.350
H -0.05180 -5.25680 -1.61940 -0.06 0.19 -0.06 0.640
H 0.86350 -3.85510 -4.15700 -0.06 0.04 -0.03 -0.281
H 0.70300 -5.58080 -3.92540 -0.04 0.22 0.09 0.562
H 3.05110 -4.39810 -3.67330 -0.07 -0.09 0.12 0.331
H 2.63120 -5.74620 -2.63610 -0.03 0.20 -0.06 0.466
H 3.64460 -3.50370 -1.61690 -0.10 -0.03 0.09 0.502
H 2.46910 -4.46430 -0.73380 -0.03 0.19 -0.03 0.492
H 1.82980 -2.02150 -2.44130 -0.11 -1.19 -0.51 -0.405
H 1.89860 -2.04740 -0.69250 -0.37 -0.71 -0.57 -1.103
H -0.72270 -1.25130 1.25130 0.20 -0.10 -0.89 -0.408
```
Positions in Å, forces in eV/Å.

- Charge: +2
- E_HOMO: -0.477 Eh
- Frontier orbital gap: 6.5 eV
- DFT total energy: -69124.06847 eV